(1)
A cluster of 2 separate species, C3H11N2O in total, computed with ωB97M-V with the def2-TZVPD basis set.

For the total energy, the calculation gives -305.4519 hartree. The charge is +1.

Last column: Mulliken charge in e.
Atoms and positions in Å:
1 C 0.2183 2.0710 -1.7733  -0.78
2 N -0.6468 0.8707 -1.9494  -0.23
3 H -1.5732 1.0646 -1.5810  0.36
4 H -0.6421 0.5464 -2.9106  0.37
5 H -0.3327 0.1035 -1.3179  0.34
6 H 0.1685 2.4073 -0.7451  0.29
7 H -0.0718 2.8392 -2.4750  0.36
8 H 1.2483 1.7988 -1.9962  0.35
9 C 1.2628 -1.1198 1.6363  -1.01
10 C -0.1733 -1.0539 1.2447  0.64
11 O -0.5756 -0.3358 0.3145  -0.74
12 N -1.0301 -1.8779 1.8817  -0.40
13 H 1.7895 -0.2374 1.2741  0.26
14 H 1.6941 -1.9989 1.1633  0.29
15 H -2.0063 -1.6800 1.7180  0.26
16 H -0.7725 -2.1556 2.8169  0.25
17 H 1.4429 -1.2422 2.6990  0.39

(2)
A cluster of 2 separate species, C3H11N2O in total in a non-equilibrium geometry, computed with ωB97M-V with the def2-TZVPD basis set.

For the total energy, the calculation gives -305.3787 hartree. The charge is +1.

Last column: Mulliken charge in e.
Atoms and positions in Å:
1 C -0.4582 -1.5993 -1.5244  -0.92
2 C 0.7789 -1.2893 -0.6342  -0.37
3 N 0.7866 0.1335 -0.2228  -0.23
4 C 0.5711 0.7244 0.9534  0.27
5 N 1.3608 1.7087 1.3542  -0.30
6 H -1.4684 -1.2479 -1.2231  0.20
7 H -0.5046 -2.6419 -1.8122  0.35
8 H -0.1814 -1.0735 -2.4329  0.33
9 H 1.7512 -1.5383 -1.1100  0.31
10 H 0.6844 -1.7971 0.3078  0.29
11 H 0.9072 0.8080 -0.9698  0.26
12 H -0.3131 0.5585 1.6789  0.31
13 H 2.0358 2.2966 0.8706  0.23
14 H 1.3846 1.8955 2.3529  0.28
15 H -2.5279 1.5808 1.3039  0.31
16 H -2.7398 0.6592 0.2134  0.29
17 O -2.0672 0.8221 0.8943  -0.62

(3)
A cluster of 2 separate species, C3H11N2O in total in a non-equilibrium geometry, computed with ωB97M-V with the def2-TZVPD basis set.

For the total energy, the calculation gives -305.4501 hartree. The charge is +1.

Last column: Mulliken charge in e.
Atoms and positions in Å:
1 C 0.5728 -2.0651 -1.9883  -1.05
2 C -0.2446 -0.9437 -1.3987  0.66
3 O -0.0932 -0.6671 -0.1970  -0.71
4 N -1.0831 -0.2763 -2.1888  -0.36
5 H 0.1584 -2.5257 -2.8771  0.37
6 H 0.6935 -2.7888 -1.2034  0.30
7 H -1.5252 0.5623 -1.8473  0.22
8 H -1.0510 -0.3472 -3.1953  0.23
9 H 1.5673 -1.6677 -2.1711  0.28
10 C 0.1596 2.0754 2.2338  -0.73
11 N 0.0591 0.5986 2.0854  -0.26
12 H -0.3669 0.3295 1.1676  0.37
13 H 0.9839 0.1675 2.0555  0.35
14 H -0.4829 0.1771 2.8350  0.38
15 H 1.1352 2.4116 1.8664  0.30
16 H 0.0532 2.3935 3.2673  0.35
17 H -0.5363 2.5661 1.5561  0.29

Calculated HOMO level, -14.272; -14.454; -14.216 eV (same order as the records).
Calculated Kohn-Sham gap, 11.2; 10.4; 11.1 eV (same order as the records).